C31H26BNO6P | ωB97M-V/def2-TZVPD

As for the gap between HOMO and LUMO: 3.85 eV. For the lowest unoccupied orbital energy, the calculation gives 0.015 hartree. For the molar mass, the calculation gives 550.34 Da.

Structure (ORCA input):
```
! RIJCOSX wB97M-V def2-TZVPD def2/J DEFGRID3
* xyz -1 1
C -1.21324 5.10011 3.41313
C 0.19595 4.22405 3.41792
C 0.92249 3.88549 4.84926
O 2.20191 4.66604 4.91679
B 1.93168 5.83806 4.06109
P 3.35866 6.71048 3.12816
N 3.87521 5.87496 1.80261
O 1.16167 5.23110 2.92883
H -0.98422 6.25264 3.22491
H -1.78064 4.91354 4.41995
H -1.85322 4.74672 2.47467
H 0.13983 3.19541 2.86091
H 0.19402 3.93534 5.76347
H 1.30448 2.75991 4.74578
H 1.12868 6.53015 4.57558
H 4.53292 6.91558 3.98120
H 2.86700 7.98304 2.65054
H 3.70171 6.48164 0.95854
C 3.68983 -0.46737 1.65320
C 3.85878 -1.66166 0.95311
C 2.77682 -2.52509 0.77390
C 1.52391 -2.19900 1.30714
C 1.36102 -1.01673 2.02813
C 2.44386 -0.14300 2.19175
C 0.05647 -0.68644 2.63734
O -0.08839 0.35362 3.26781
C -1.06769 -1.63123 2.48328
C -2.29355 -1.35850 3.10436
C -3.36596 -2.24012 2.95275
C -3.22076 -3.38858 2.17505
C -1.99905 -3.66561 1.55980
C -0.91753 -2.78973 1.72255
C 0.38092 -3.10976 1.09727
O 0.51074 -4.12127 0.41742
H 4.53077 0.20996 1.78500
H 4.83299 -1.92044 0.54429
H 2.91491 -3.45325 0.22177
H 2.32081 0.78833 2.74176
H -2.41621 -0.46241 3.71065
H -4.31536 -2.02907 3.44018
H -4.05812 -4.07182 2.05083
H -1.89168 -4.56665 0.95815
C -0.25726 -5.46381 -3.28380
C 0.22833 -4.66159 -2.25150
C 0.07663 -3.27546 -2.31394
C -0.55221 -2.68813 -3.41851
C -1.01571 -3.48838 -4.46201
C -0.87831 -4.88069 -4.38923
C -1.63604 -2.87622 -5.65470
O -2.04666 -3.57870 -6.57020
C -1.74630 -1.40586 -5.73194
C -2.27954 -0.80935 -6.88202
C -2.39971 0.57994 -6.95785
C -1.99766 1.37487 -5.88486
C -1.46092 0.78366 -4.74021
C -1.32610 -0.60916 -4.66794
C -0.72421 -1.22255 -3.46759
O -0.36632 -0.52432 -2.52600
H -0.14728 -6.54475 -3.23089
H 0.72369 -5.11522 -1.39592
H 0.45357 -2.65588 -1.50189
H -1.24994 -5.51281 -5.19381
H -2.59877 -1.42299 -7.72294
H -2.80919 1.04134 -7.85391
H -2.09785 2.45665 -5.94075
H -1.14467 1.41098 -3.90844
*
```

C9H7Cl16F2N2O6S2 | ωB97M-V/def2-TZVPD

As for the gap between HOMO and LUMO: 7.92 eV. For the lowest unoccupied orbital energy, the calculation gives 0.053 hartree. For the molar mass, the calculation gives 908.54 Da.

Structure (ORCA input):
```
! RIJCOSX wB97M-V def2-TZVPD def2/J DEFGRID3
* xyz -1 1
C -0.88157 1.54139 -2.71872
C -2.31885 1.15920 -2.31508
C -2.37153 -0.13649 -1.50138
S -2.78391 0.10506 0.23617
O -3.08811 1.49937 0.44995
O -3.89635 -0.74000 0.58500
N -1.39093 -0.22031 1.00443
S -1.39811 -1.50113 1.91596
O -2.05260 -1.28392 3.17237
O -1.74601 -2.74769 1.29477
N 0.34164 -1.65280 2.14959
C 0.62622 -2.88256 2.81319
O 0.06278 -3.34788 3.73652
F 1.64622 -3.53000 2.25094
C 0.92445 -0.52761 2.80816
O 1.99481 -0.11296 2.51039
F 0.26436 0.06846 3.79815
H -0.56841 0.98409 -3.60322
H -0.17700 1.34230 -1.90952
H -0.83071 2.60808 -2.92425
H -2.73892 2.01424 -1.79099
H -2.89298 1.04767 -3.23716
H -3.02547 -0.88150 -1.94798
H -1.37625 -0.57938 -1.52163
C 1.96154 4.77534 -2.91708
Cl 0.43700 5.06240 -2.07786
Cl 1.92517 3.18777 -3.68982
Cl 2.20074 6.02834 -4.14738
Cl 3.29324 4.83600 -1.75788
C -0.24630 -0.95418 7.42635
Cl 1.16603 -1.95524 7.81940
Cl 0.20872 0.75567 7.54285
Cl -0.79707 -1.31362 5.80457
Cl -1.53600 -1.29014 8.59762
C -2.06053 -6.14405 -0.21588
Cl -3.52839 -6.12861 0.76237
Cl -1.90657 -7.71882 -1.02354
Cl -2.15121 -4.86954 -1.43293
Cl -0.66043 -5.87591 0.81739
C 5.87133 3.87437 -5.35281
Cl 4.41428 4.73809 -5.85605
Cl 5.43482 2.29191 -4.70750
Cl 6.94915 3.66453 -6.74301
Cl 6.70175 4.81008 -4.10446
*
```

C17H17N4O2 | ωB97M-V/def2-TZVPD

As for the gap between HOMO and LUMO: 6.35 eV. For the lowest unoccupied orbital energy, the calculation gives 0.098 hartree. For the molar mass, the calculation gives 309.35 Da.

Structure (ORCA input):
```
! RIJCOSX wB97M-V def2-TZVPD def2/J DEFGRID3
* xyz -1 1
C -5.41387 1.27029 -2.40532
C -4.08598 1.64889 -2.98398
O -3.04857 1.21586 -2.08099
C -1.81064 1.56523 -2.45792
C -0.73231 1.10012 -1.47012
C 0.56561 1.33901 -2.11009
N 1.69360 1.27479 -2.47793
O -1.60731 2.18142 -3.49387
H -6.18185 1.71897 -3.04773
H -5.56928 0.18847 -2.39611
H -5.49835 1.63955 -1.37774
H -4.00000 1.20115 -3.98150
H -4.03949 2.73629 -3.06561
H -0.95502 -0.04968 -1.38023
C 4.78099 -2.41800 0.76062
N 3.68062 -2.19706 1.72785
C 3.54198 -3.27775 2.73268
C 2.63824 -1.31951 1.44143
C 1.29385 -1.76461 1.55359
C 0.29943 -0.86141 1.20269
C 0.57741 0.47813 0.88406
C -0.53582 1.32332 0.19813
C -1.75374 1.41903 0.95729
C -2.55420 2.55439 0.74068
N -3.21106 3.45844 0.39840
C -2.17186 0.55019 1.98041
N -2.67040 -0.24234 2.70517
C 1.91257 0.87415 0.85529
C 2.94693 0.02708 1.14808
H 4.83447 -1.45624 0.21867
H 5.72813 -2.65398 1.31365
H 4.45835 -3.25551 0.08029
H 3.04412 -2.91551 3.65826
H 2.99463 -4.16934 2.33852
H 4.54173 -3.66635 3.03209
H 1.04132 -2.80058 1.86635
H -0.69483 -1.28748 1.19227
H -0.16196 2.35059 -0.06542
H 2.12728 1.89319 0.61830
H 3.99529 0.32681 1.18981
*
```

C21H21BrF3O7P | ωB97M-V/def2-TZVPD

As for the gap between HOMO and LUMO: 8.85 eV. For the lowest unoccupied orbital energy, the calculation gives -0.040 hartree. For the molar mass, the calculation gives 553.26 Da. Its SMILES is O=[P@](O)(OCCCBr)OCCOCC(F)(F)F.O=C1c2ccccc2C(=O)c2ccccc21.

Structure (ORCA input):
```
! RIJCOSX wB97M-V def2-TZVPD def2/J DEFGRID3
* xyz 0 1
O -3.62341 1.38912 0.73256
P -3.43107 2.02130 2.03291
O -2.66624 3.42530 1.80179
O -2.46546 1.16521 2.99321
C -1.80938 0.07003 2.32753
C -0.68846 0.49562 1.38104
C 0.02004 -0.69460 0.73170
Br -0.84253 -1.30774 -0.90465
O -4.73933 2.26294 2.87260
C -5.75359 2.98736 2.14072
C -6.55292 2.05923 1.19952
O -7.90861 1.97100 1.59806
C -8.50423 0.76431 1.19706
C -8.82373 -0.10430 2.45865
F -8.03414 -1.16485 2.53085
F -10.09957 -0.48902 2.44119
F -8.65163 0.61750 3.55342
H -2.01655 3.19692 1.11683
H -1.32425 -0.50679 3.12443
H -2.51330 -0.62001 1.85756
H -1.06816 1.14412 0.58438
H 0.05170 1.09074 1.93027
H 1.02620 -0.35977 0.47609
H 0.16844 -1.51661 1.43483
H -6.44767 3.41900 2.86557
H -5.33240 3.83631 1.59385
H -6.40510 2.40144 0.16692
H -6.05202 1.08672 1.26372
H -9.41354 0.95134 0.61956
H -7.85963 0.14399 0.56428
C 6.37197 1.77802 0.00874
C 7.61567 1.45234 -0.52329
C 7.74174 0.37906 -1.38890
C 6.62688 -0.38157 -1.71828
C 5.38304 -0.06892 -1.16592
C 5.25889 1.01938 -0.31093
C 4.18763 -0.90122 -1.46936
O 3.10299 -0.63101 -0.99430
C 4.34831 -2.07897 -2.36131
C 3.25412 -2.89903 -2.61034
C 3.38692 -3.99200 -3.44977
C 4.61135 -4.26599 -4.05167
C 5.70591 -3.45499 -3.80268
C 5.58163 -2.36503 -2.95048
C 6.77341 -1.52179 -2.66413
O 7.84310 -1.76024 -3.18538
H 6.27405 2.62298 0.67829
H 8.48688 2.03942 -0.26256
H 8.70800 0.12955 -1.80630
H 4.29336 1.27021 0.10722
H 2.30012 -2.68504 -2.14563
H 2.53512 -4.63255 -3.63886
H 4.71109 -5.11701 -4.71314
H 6.65838 -3.67141 -4.26749
*
```

C16H44N12O26S5 | ωB97M-V/def2-TZVPD

As for the gap between HOMO and LUMO: 9.14 eV. For the lowest unoccupied orbital energy, the calculation gives -0.007 hartree. For the molar mass, the calculation gives 980.92 Da. Its SMILES is O=S1(=O)OCCO1.O=S1(=O)OCCO1.O=S1(=O)OCCO1.O=S1(=O)OCCO1.O=S1(=O)OCCO1.NC(N)=O.NC(N)=O.NC(N)=O.NC(N)=O.NC(N)=O.NC(N)=O.

Structure (ORCA input):
```
! RIJCOSX wB97M-V def2-TZVPD def2/J DEFGRID3
* xyz 0 1
C 18.27896 20.02828 -37.65473
O 19.26513 19.74340 -38.28258
N 17.25517 20.71963 -38.08832
N 18.02653 19.57302 -36.48660
H 16.46170 20.61712 -37.47689
H 17.32210 21.08613 -39.02522
H 17.09058 19.62584 -36.11514
H 18.58288 18.89273 -35.99039
C 23.91132 14.27619 -31.47571
O 22.94553 13.82608 -30.88878
N 23.83036 14.74511 -32.69345
N 25.10369 14.29513 -30.94937
H 24.69913 14.94535 -33.16404
H 22.90625 14.78198 -33.09577
H 25.29350 13.94646 -30.02212
H 25.87477 14.28025 -31.60003
C 22.06382 10.22480 -31.71992
O 20.95115 10.71272 -31.85699
N 22.35520 8.98028 -31.40523
N 23.11941 10.93727 -31.67593
H 23.32241 8.75378 -31.23677
H 21.64138 8.27166 -31.32957
H 23.95527 10.60233 -32.13093
H 23.00587 11.93417 -31.56562
C 22.97645 12.16650 -35.66838
O 23.54500 11.20223 -35.16373
N 21.75673 12.45830 -35.29442
N 23.47483 13.02125 -36.51758
H 21.58558 13.45162 -35.36800
H 21.40743 11.83315 -34.58317
H 22.98622 13.82221 -36.88906
H 24.32403 12.71241 -36.96635
C 17.65749 9.12820 -32.03947
O 16.91290 8.28600 -32.50010
N 18.21172 10.13310 -32.68965
N 18.25019 8.98311 -30.84130
H 19.05264 10.60668 -32.39487
H 17.91399 10.15560 -33.65384
H 18.89372 9.66999 -30.47899
H 17.90611 8.19517 -30.31410
C 20.05744 15.70945 -36.75281
O 21.13312 15.50430 -36.14568
N 20.03169 16.65340 -37.69807
N 18.97849 15.05265 -36.59141
H 19.10106 16.83557 -38.04214
H 20.76929 17.32780 -37.82931
H 18.17997 15.44255 -37.06823
H 18.93877 14.52599 -35.73163
C 17.47668 13.45580 -26.62088
C 17.77896 12.01667 -26.15497
O 18.78579 11.45285 -26.91911
S 19.23907 12.38322 -28.16423
O 18.41029 12.11549 -29.35132
O 20.70724 12.46293 -28.35465
O 18.68658 13.76222 -27.38151
H 17.46974 14.18557 -25.81010
H 16.48732 13.72106 -26.99528
H 16.88018 11.46118 -26.42557
H 17.91085 12.01004 -25.07387
C 20.24444 14.17602 -32.31252
C 18.84243 13.84544 -32.64821
O 18.35594 14.88945 -33.42457
S 19.08170 16.32003 -33.07085
O 18.74568 16.89395 -31.75106
O 19.12793 17.22082 -34.16860
O 20.46916 15.44460 -32.92682
H 20.82157 13.43064 -32.85863
H 20.45685 14.14971 -31.24463
H 18.16364 13.63275 -31.82147
H 18.75001 12.95561 -33.27149
C 21.62560 16.78049 -29.69589
C 20.95282 16.16204 -28.52310
O 21.86381 16.35732 -27.41285
S 23.46120 16.22108 -27.91487
O 23.85528 14.82024 -27.98739
O 24.29158 17.26064 -27.35890
O 23.01853 16.69629 -29.46318
H 21.33193 17.81617 -29.87111
H 21.39824 16.25388 -30.62277
H 21.01889 15.08828 -28.70212
H 20.01263 16.63240 -28.24117
C 16.18491 15.69638 -30.37241
C 15.50546 17.04090 -30.33150
O 14.96072 17.08789 -28.99732
S 14.43849 15.58204 -28.56353
O 13.06011 15.46175 -29.05802
O 14.66037 15.25945 -27.19792
O 15.51997 14.79209 -29.51841
H 17.21143 15.70810 -30.00372
H 16.28954 15.24753 -31.36030
H 14.65435 16.97721 -31.01014
H 16.17447 17.88564 -30.48508
C 13.63292 10.02884 -34.96005
C 14.85677 9.20783 -34.50191
O 16.03476 9.91521 -34.92268
S 15.77922 11.40824 -35.58658
O 15.96992 11.31120 -37.00181
O 16.53208 12.39872 -34.84834
O 14.14442 11.32890 -35.15298
H 13.03919 10.13806 -34.05281
H 13.08468 9.71632 -35.84784
H 14.71379 8.30539 -35.09649
H 14.75296 8.97018 -33.44495
*
```

C26H30Br4N5O3STi | ωB97M-V/def2-TZVPD

Its expectation value of S² is 2.0240. As for the gap between HOMO and LUMO (alpha / beta): 4.14 / 6.57 eV. The calculation puts the relative energy (zero: lowest compared OMol25 entry of this formula, charge and spin) at 56.2 kJ/mol. For the lowest unoccupied orbital energy (alpha / beta), the calculation gives 0.081 / 0.080 hartree. For the molar mass, the calculation gives 860.11 Da.

Structure (ORCA input):
```
! RIJCOSX wB97M-V def2-TZVPD def2/J DEFGRID3
* xyz -1 3
Ti -0.12742 0.21250 0.21683
C -2.97557 -0.65454 1.33243
N -1.63024 -0.16714 1.51582
C -1.25723 0.05831 2.80688
C 0.09435 0.43878 3.03428
C 0.84411 0.67847 4.19126
C 2.16718 0.92292 3.76231
C 2.16212 0.83441 2.37852
N 0.90961 0.55019 1.92403
C -3.13064 -2.13550 1.64152
C -4.39318 -2.67059 1.88250
C -4.55474 -4.02080 2.16222
C -3.44601 -4.85568 2.21112
C -2.18513 -4.33038 1.96192
C -2.02576 -2.98096 1.67569
H -3.26584 -0.48394 0.29169
H -3.68661 -0.09679 1.95792
H -1.95485 -0.06698 3.62961
H 0.47901 0.63722 5.20676
H 3.02501 1.13688 4.38279
H 2.99296 0.92251 1.69268
H -5.26176 -2.02026 1.84427
H -5.54595 -4.41826 2.34658
H -3.56531 -5.90637 2.44605
H -1.31261 -4.97195 1.98968
H -1.04047 -2.57818 1.47266
Br 5.63584 -1.34163 -3.28831
C 4.09138 -1.45032 -2.20096
C 3.73398 -2.64463 -1.59517
Br 4.82859 -4.17747 -1.76170
C 2.55915 -2.70643 -0.83259
Br 1.95692 -4.31270 -0.03835
C 1.75369 -1.59304 -0.64551
O 0.60321 -1.62464 0.00591
C 2.15085 -0.34230 -1.21531
O 1.38580 0.70155 -0.98908
C 3.29230 -0.31501 -2.00837
Br 3.68807 1.33966 -2.85140
C 2.90637 3.58166 0.35277
N 1.47841 3.85165 0.51636
C 1.06382 3.92782 1.91437
C 0.59769 3.45925 -0.43328
S -0.90965 2.80164 -0.01088
N 0.95043 3.68740 -1.71569
C 1.82048 4.78065 -2.10764
C 0.23237 3.06214 -2.80916
H 3.20159 2.83243 1.08845
H 3.49748 4.48754 0.51595
H 3.11137 3.18413 -0.63662
H 1.77138 4.58021 2.42963
H 1.06653 2.94447 2.39142
H 0.06566 4.34952 1.98046
H 2.05126 5.40457 -1.24950
H 1.29954 5.39026 -2.85091
H 2.75189 4.41827 -2.55057
H -0.05555 2.05887 -2.51920
H 0.90366 3.00002 -3.66593
H -0.66007 3.63799 -3.07969
C -2.48008 -0.09852 -3.73123
C -1.86580 -0.03745 -2.41814
N -1.35941 -0.02107 -1.38889
H -2.97356 -1.05915 -3.87097
H -1.71352 0.01733 -4.49599
H -3.20712 0.70653 -3.82854
C -2.05540 -3.60719 -1.79238
O -0.85807 -2.93661 -2.11871
H -2.74220 -2.97656 -1.21545
H -1.87484 -4.51877 -1.21396
H -2.54264 -3.88795 -2.72861
H -0.46682 -2.58800 -1.29461
*
```

C15H9ClN2O5STa | ωB97M-V/def2-TZVPD

As for the gap between HOMO and LUMO: 7.73 eV. The calculation puts the relative energy (zero: lowest compared OMol25 entry of this formula, charge and spin) at 16.8 kJ/mol. For the lowest unoccupied orbital energy, the calculation gives -0.178 hartree. For the molar mass, the calculation gives 545.71 Da.

Structure (ORCA input):
```
! RIJCOSX wB97M-V def2-TZVPD def2/J DEFGRID3
* xyz 1 1
Ta 0.83593 0.81398 -1.52377
O 1.08973 1.64099 4.60913
C 0.98480 1.54099 3.29263
C -0.24387 1.58930 2.61341
C -0.21718 1.48181 1.24907
N 0.92282 1.32228 0.58218
C 2.09633 1.25194 1.21740
C 2.18089 1.35282 2.57669
C 3.21758 0.94024 0.25423
O 4.35694 0.81924 0.55596
O 2.71056 0.79133 -0.99331
C -1.40231 1.41311 0.31547
O -2.53771 1.44144 0.65084
O -0.95599 1.25221 -0.95459
H 0.23571 1.77319 5.04253
H -1.18859 1.70193 3.12994
H 3.13134 1.28386 3.08744
S 1.15756 2.30516 -3.37664
C 0.83743 3.31745 -2.05963
N 0.58661 3.99314 -1.15434
Cl 1.20078 -1.72616 -0.03471
C -0.39026 -2.22339 -0.59143
C -1.19401 -3.01376 0.20308
C -2.45434 -3.34311 -0.27488
C -2.87247 -2.87598 -1.51323
C -2.03590 -2.08705 -2.28957
C -0.76258 -1.75461 -1.84283
C 0.18795 -0.89244 -2.62779
H -0.84781 -3.36085 1.16674
H -3.10777 -3.96071 0.32532
H -3.85822 -3.12798 -1.87906
H -2.37016 -1.72849 -3.25485
H -0.33386 -0.46344 -3.49295
H 1.04005 -1.46846 -3.00847
*
```

C3H6S2 | ωB97M-V/def2-TZVPD

As for the gap between HOMO and LUMO: 9.87 eV. The calculation puts the relative energy (zero: lowest compared OMol25 entry of this formula, charge and spin) at 371.0 kJ/mol. For the lowest unoccupied orbital energy, the calculation gives 0.025 hartree. For the molar mass, the calculation gives 106.22 Da. Its SMILES is S[C@@H]1C[C@@H]1S.

Structure (ORCA input):
```
! RIJCOSX wB97M-V def2-TZVPD def2/J DEFGRID3
* xyz 0 1
C 0.44962 -0.78647 0.52542
C -0.83513 -0.82529 -0.37647
C 0.29999 0.00517 -0.71603
H 1.00703 1.05582 2.33140
H 1.30266 -1.49157 0.50623
H -1.81611 -0.36601 0.38777
H -1.31898 -1.56487 -0.86410
H 0.97421 -0.51668 -1.65306
H -0.62875 2.30738 -0.79783
S -0.12471 0.38571 1.95405
S 0.69017 1.79681 -1.29736
*
```